(1)
54
Properties=species:S:1:pos:R:3:forces:R:3 method="wB97M-V/def2-TZVPD" energy_ev=-32810.3157 smiles="CC(C)CCNC(=O)NC(=O)COC(=O)CNC(=O)C1CCCCC1" multiplicity=1 molar_mass_g_mol=355.435 relative_energy_kj_mol=6.4
H 1.3034 0.3524 -1.0906 0.11 -0.08 0.18
H -1.3044 -3.0324 -3.6366 -0.02 0.13 0.12
H 0.1683 3.2405 2.1783 -0.13 0.01 -0.08
C -3.3222 -1.0734 -3.3473 -0.35 0.04 0.06
O 0.0200 -1.9866 -0.9960 -0.13 -0.14 0.39
H 1.9438 -0.3457 2.2226 -0.06 0.07 -0.19
H 3.2178 4.3706 3.9548 0.07 0.12 0.00
H -3.2632 -3.2252 -3.0304 -0.08 -0.06 0.01
H 3.4649 -0.1479 -2.0399 0.03 -0.14 0.09
N 1.1061 0.2135 2.1025 0.22 -0.26 0.35
H 3.5595 2.8589 4.7957 0.11 -0.04 0.09
C -2.4679 0.2721 -1.4251 -0.33 0.02 0.16
H -1.7820 -0.8742 0.2578 -0.09 -0.03 0.05
C 1.8393 2.7715 3.4789 -0.07 0.07 0.28
H 4.3446 -1.4828 -1.2073 -0.21 0.14 0.05
C -2.5507 -0.9455 -0.5113 0.29 0.04 -0.01
O 3.2766 -0.9444 1.0070 0.22 -0.22 0.25
C 0.7965 0.6272 0.8697 0.50 -0.34 -0.13
H 0.0428 -0.2112 3.8328 -0.06 0.11 -0.07
H -4.3672 -2.3513 -1.9840 0.00 -0.09 -0.02
N 1.6607 0.1627 -0.1563 -0.44 0.50 -0.03
H 0.8767 -2.7031 -4.4468 0.05 0.00 0.10
H -4.0948 -1.1497 -4.1165 0.07 -0.02 -0.05
C -2.3469 -2.2363 -1.3174 -0.22 0.07 0.28
H -2.4930 -3.0937 -0.6467 0.08 0.05 -0.07
C 1.2612 1.5345 4.1759 0.02 0.02 -0.45
H 0.6597 1.8489 5.0314 0.00 0.01 0.11
C -3.5254 0.1926 -2.5200 0.30 0.02 -0.14
H 0.0666 3.9721 3.7867 -0.11 0.07 0.13
C 3.3708 -1.0252 -1.3891 0.19 0.31 0.08
H 1.1809 4.6195 2.5822 0.00 0.13 -0.04
H -2.5937 1.1774 -0.8319 0.10 0.04 -0.01
O 1.2243 -0.4687 -2.9155 0.05 -0.01 -0.05
H -3.4622 1.0697 -3.1662 -0.08 0.04 0.00
C 0.3881 0.6631 3.2700 -0.15 0.14 0.25
H -2.3543 -1.0089 -3.8482 0.01 0.01 -0.09
C 0.7962 -2.8041 -3.3629 0.06 -0.03 0.39
H -0.4826 1.2184 2.9181 0.03 -0.11 0.08
H 1.2752 -3.7320 -3.0319 -0.05 0.13 -0.10
C 2.7637 3.5121 4.4441 -0.05 -0.17 -0.25
H -4.5206 0.1788 -2.0685 -0.09 0.04 0.00
C 1.5123 -1.6230 -2.7065 0.05 0.08 -0.74
H -1.4750 0.3155 -1.8758 0.11 0.09 -0.02
O 2.5917 -2.0249 -2.0382 0.12 -0.30 0.07
N -0.5974 -2.7585 -2.9773 0.20 -0.15 -0.44
H -3.5271 -0.9771 -0.0231 -0.04 -0.04 0.03
H 2.2038 3.8669 5.3073 -0.05 0.07 0.13
C 0.7415 3.7055 2.9755 0.19 -0.21 -0.10
C 2.7590 -0.6120 -0.0403 0.26 -0.11 -0.50
H 2.0877 0.9265 4.5525 0.02 -0.03 0.12
O -0.1352 1.3408 0.5724 -0.44 0.29 -0.23
H 2.4325 2.4386 2.6200 -0.01 0.00 0.04
C -0.8926 -2.3056 -1.7423 -0.43 -0.25 0.08
C -3.3778 -2.3070 -2.4466 0.23 0.01 -0.13


(2)
53
Properties=species:S:1:pos:R:3:forces:R:3 method="wB97M-V/def2-TZVPD" energy_ev=-69194.5884 total_charge=+1 s_squared=2.005 multiplicity=3 molar_mass_g_mol=380.138
H -1.5519 -1.1651 -0.9725 -0.01 0.02 0.20
H -1.5199 1.4353 -1.3843 0.20 -0.04 0.05
N -1.5917 -0.9704 0.0311 0.49 0.06 -0.71
H -2.5657 -2.7128 0.7278 0.17 -0.02 -0.07
C -0.8426 3.0922 -0.4247 0.19 0.54 0.35
H 0.2982 4.4624 0.7564 -0.06 -0.01 0.09
C 3.6025 -0.0971 -3.2719 0.06 -0.02 0.11
C -1.5696 -2.2493 0.7440 -0.13 -0.25 0.45
H -3.4904 -0.2297 -0.5286 0.09 -0.03 0.14
N 0.2326 -0.0486 2.1611 -0.25 0.33 -0.16
H -0.8826 -2.9126 0.2132 -0.04 0.02 -0.01
H 4.3272 -1.7302 0.1537 0.02 -0.07 0.11
H -0.0547 2.9414 1.5733 -0.05 0.10 0.22
H -1.1156 -3.1219 2.6348 -0.03 0.06 0.05
H 0.9901 -1.9610 1.7000 0.03 0.00 0.03
H 1.8328 3.1635 -0.8045 0.05 0.00 0.01
O 0.2537 -0.1235 -1.9957 -1.43 0.26 1.91
C -1.1169 -2.1196 2.2035 0.17 0.07 -0.49
C 0.2400 3.3814 0.6218 0.06 -0.18 -0.39
H -1.8469 -1.5285 2.7647 -0.01 -0.04 0.12
C 1.1112 -0.3132 -2.9122 1.37 -0.31 -1.34
H -3.2633 -0.4472 1.2097 -0.03 -0.04 -0.12
H -3.2640 1.9822 0.2165 0.07 -0.02 0.11
N 1.8625 1.4525 0.3771 0.16 -0.61 -0.47
H 0.9863 1.6544 3.1259 -0.07 -0.08 -0.05
O 0.8657 -0.3747 -4.1027 -0.01 0.13 0.14
H -0.4487 3.3369 -1.4138 -0.09 -0.05 0.02
N -1.2650 1.6920 -0.4302 0.23 -0.74 -0.19
H 5.7277 0.0728 -3.4485 0.08 0.00 -0.08
C 1.3608 0.7124 2.7196 0.43 0.25 -0.08
H -0.6157 0.2832 2.6192 0.15 -0.02 -0.22
C 4.1149 -1.2490 -0.7898 0.00 -0.07 0.11
C 4.9057 -0.2534 -2.8302 -0.01 0.06 -0.06
C 1.6451 2.8984 0.2369 -0.41 0.43 0.27
C -2.7702 -0.1229 0.2906 -0.03 0.41 0.08
C 0.2723 -1.5017 2.3875 -0.17 -0.44 0.31
H 0.6106 -1.7174 3.4109 0.05 0.08 -0.17
H -1.7042 3.7490 -0.2357 0.10 -0.13 -0.11
H 1.9655 -1.4076 -0.6052 0.21 -0.07 -0.09
C -2.3873 1.3638 0.4470 -0.27 -0.08 0.05
H -2.0929 1.5839 1.4768 -0.02 0.01 -0.03
H 2.9869 0.0780 1.4626 0.01 0.10 -0.08
H 3.1342 1.7429 2.0562 -0.01 -0.16 -0.06
H 3.3925 0.3229 -4.2442 -0.11 0.01 -0.04
C 2.4322 0.9997 1.6564 -0.07 -0.06 0.37
H 1.8303 0.1694 3.5493 -0.08 0.09 -0.07
H 6.1778 -0.9764 -1.2766 0.17 -0.01 0.09
C 5.1603 -0.8317 -1.5979 0.06 -0.03 0.05
H 2.3701 3.4347 0.8575 0.08 -0.04 -0.10
H 2.5222 1.1792 -0.3533 -0.08 -0.04 0.14
Ni 0.2151 0.1958 -0.0057 -0.62 0.61 -0.40
C 2.8089 -1.0659 -1.2153 0.08 -0.02 0.03
C 2.5539 -0.4887 -2.4519 -0.66 0.04 -0.03


(3)
55
Properties=species:S:1:pos:R:3:forces:R:3 method="wB97M-V/def2-TZVPD" energy_ev=-45261.8179 total_charge=+3 s_squared=8.782 multiplicity=6 molar_mass_g_mol=476.557
O 1.9747 -1.4864 -1.6709 -0.23 0.25 0.10
C 0.6599 2.8861 -3.0769 0.05 0.01 0.07
H -1.5158 1.9824 -4.1522 0.02 0.02 -0.01
H 3.9439 -0.7364 0.2881 0.03 0.00 0.05
O 1.9890 0.9388 -2.9081 -0.30 -0.25 0.05
C -2.3187 -1.6592 5.6260 -0.04 -0.01 -0.03
C -3.1728 -2.7435 5.7289 0.06 0.11 0.08
C 2.3486 -2.0501 -0.4041 0.04 -0.03 0.01
C 0.7933 1.9197 1.2743 0.00 0.02 0.05
H 1.7835 -0.7150 -4.1552 -0.01 0.02 -0.05
H 1.4875 0.2123 2.3633 0.02 -0.02 0.01
H 3.3629 0.0968 -4.2389 0.00 0.07 0.01
C 3.0924 -1.0947 -2.4988 0.14 -0.11 -0.06
Ru 0.3846 0.1673 -1.2524 0.36 0.48 0.09
O 2.1091 0.1883 0.3913 -0.29 -0.23 -0.07
H 3.8303 -0.5571 -1.9022 -0.01 0.00 0.01
H -1.3469 2.7321 -0.1230 0.02 0.01 -0.02
O -0.3588 2.1221 -2.4036 0.06 -0.27 -0.03
H -3.1621 0.4742 -3.0011 -0.04 -0.04 0.06
H -1.9234 2.2863 1.5003 0.07 0.01 0.03
C -1.5348 1.8979 0.5561 -0.07 0.04 0.12
H 0.1983 3.6036 -3.7563 -0.02 0.02 0.01
H -2.9606 2.0146 -2.1391 0.02 0.02 0.03
H 3.0691 -2.8578 -0.5400 -0.03 -0.04 -0.07
H -3.4871 1.3514 -0.1424 -0.04 -0.07 -0.08
C 1.6007 1.9772 -3.8202 0.03 0.05 -0.03
N -2.5424 -3.4305 3.5655 -0.10 -0.05 0.10
C -1.2516 1.3998 -3.2683 -0.08 0.08 0.08
H -3.9059 -4.5035 4.6791 0.02 -0.01 -0.01
C 2.9122 -0.9949 0.5257 0.11 0.05 -0.06
H 2.4816 2.5389 -4.1351 0.03 -0.03 -0.05
H 1.4263 -2.4696 -0.0024 -0.01 -0.05 0.00
C -3.2639 -3.6324 4.6647 -0.03 -0.07 -0.06
O -0.3247 1.1596 0.7856 0.08 0.01 -0.40
H 1.1837 3.4256 -2.2908 -0.02 0.02 0.03
H 2.7550 1.4031 1.9626 0.06 -0.04 -0.04
O -2.0221 0.3666 -1.2654 0.37 0.12 -0.07
H -2.2286 -0.9606 6.4479 0.01 0.00 -0.01
S -0.8092 -2.2477 1.9437 -0.20 -0.06 0.28
H 3.5518 -1.9819 -2.9361 -0.04 -0.07 0.06
H -2.5881 0.0470 0.6532 -0.07 0.00 0.02
H 1.1382 2.6089 0.4989 -0.02 0.06 0.00
H -3.7626 -2.9126 6.6191 -0.01 -0.04 -0.02
C -2.5031 0.9012 -0.0186 -0.08 -0.09 0.09
H -0.7857 0.4554 -3.5923 0.05 0.06 -0.18
C -1.5772 -1.4682 4.4597 -0.05 -0.07 0.06
H -0.9014 -0.6323 4.3575 0.00 0.00 0.00
H -2.6123 -4.1003 2.8038 0.02 0.03 -0.03
H 0.5171 2.4911 2.1618 -0.07 -0.02 0.01
C 1.8517 0.9073 1.6032 0.07 0.13 0.06
H 2.8793 -1.3797 1.5468 0.01 0.08 0.03
H 1.1317 1.5405 -4.7060 0.00 -0.06 0.02
C -1.6885 -2.3704 3.4037 0.18 0.00 -0.13
C -2.4630 1.0936 -2.4401 -0.16 -0.07 -0.05
C 2.5550 -0.2048 -3.5706 0.09 0.03 -0.07


(4)
67
Properties=species:S:1:pos:R:3:forces:R:3 method="wB97M-V/def2-TZVPD" energy_ev=-240813.0532 total_charge=-2 multiplicity=1 molar_mass_g_mol=902.643 relative_energy_kj_mol=92.9
O 9.6243 16.4969 14.8630 -0.93 1.26 -0.56
H 10.2003 18.9687 14.4969 0.36 -0.13 0.27
P 14.9573 11.9310 13.5787 -2.09 0.19 2.27
Cl 13.7880 14.0647 7.0483 -1.07 0.96 0.59
H 13.8161 9.5197 8.7263 0.07 0.39 0.11
C 13.2486 8.4243 11.4976 -2.00 -2.83 -0.86
O 8.2651 15.8030 13.2506 -0.02 0.91 0.26
H 16.1689 14.0943 15.0742 0.21 -0.55 0.29
H 12.8702 11.6789 14.0537 -0.30 0.45 0.38
H 14.4380 13.3669 11.9760 0.08 -0.06 0.25
Br 5.9177 17.2361 12.6713 -1.16 -0.55 -0.34
H 8.7051 12.1842 9.4056 -0.30 0.01 -0.31
H 13.6519 11.0770 9.6779 0.11 -0.45 -0.20
C 12.1360 14.6374 7.7990 0.82 -3.14 -1.22
H 17.0764 12.7074 15.3784 -0.71 0.19 -0.13
H 7.4008 8.5505 11.9152 0.97 0.16 -0.44
C 10.9439 8.1355 9.4418 -0.30 -0.43 1.75
H 10.0034 21.1315 13.2233 0.10 -0.10 -0.32
H 10.7835 7.3563 10.2626 -0.12 0.67 -1.25
O 12.3804 12.7400 15.1674 0.18 0.91 -0.77
H 11.2358 7.6420 8.5145 0.45 0.13 0.10
H 13.7560 7.6157 10.9167 0.28 0.86 -0.06
N 16.2074 13.2113 15.5969 1.43 0.95 0.35
H 13.9144 8.9909 12.0832 0.80 0.69 0.72
H 12.6318 7.7183 12.1481 0.46 1.28 -0.21
C 7.2140 19.5961 11.9962 1.32 0.78 -0.86
Si 12.0316 9.4053 10.3925 -0.17 0.29 0.59
C 15.0040 12.4679 15.3661 -0.44 -0.44 -0.76
C 7.9987 11.4225 9.7385 -1.36 0.36 0.44
O 13.3490 13.6570 17.3008 0.85 0.57 -1.38
H 7.0122 11.8823 10.0284 0.79 -0.01 -0.48
O 13.8529 14.9458 15.0602 -0.89 1.45 0.81
C 7.7089 11.6318 12.8242 0.02 -0.33 -0.37
H 9.2926 8.4522 11.8084 -1.63 0.15 -0.40
C 9.4321 19.1414 13.7765 -2.55 0.10 -1.39
C 7.3754 18.3714 12.6435 0.51 1.50 1.53
H 7.8687 12.7103 13.0636 0.37 -0.73 -0.37
H 8.4042 21.3332 11.2862 -0.49 -0.62 1.14
H 12.5916 10.7632 8.2992 0.21 -0.53 0.76
H 6.3568 19.9197 11.3823 0.35 -0.88 0.33
C 8.3259 8.8609 11.3500 0.39 -0.56 0.16
C 9.2983 20.3260 13.0335 -0.09 -0.06 -0.65
H 7.8990 11.0430 13.7772 -0.68 0.62 -1.15
H 13.4470 15.7685 15.5051 0.82 -2.32 -0.68
C 13.1197 10.2613 9.1561 0.26 0.80 -1.19
H 15.6188 11.2231 17.0857 -0.58 0.41 -0.40
Cl 11.6743 16.2014 7.2714 -0.08 0.20 -0.01
Cl 11.0180 13.2886 7.1981 0.33 1.34 0.67
O 13.5451 11.2019 13.5022 1.32 0.00 -1.14
C 8.2953 20.5027 12.0336 0.64 -0.05 0.96
H 13.9148 10.9630 16.6204 0.21 0.08 -0.30
Si 8.6919 10.7464 11.3609 0.99 0.08 0.67
As 11.0026 11.0764 11.7188 -0.73 -0.78 -0.76
H 7.7463 10.6847 8.9597 0.48 0.18 0.19
N 12.7172 14.7183 10.3453 -1.59 -1.07 -4.31
C 8.4529 18.1362 13.5479 0.39 0.65 -1.11
C 14.9169 11.1554 16.2220 0.84 0.50 0.65
H 15.2976 10.2975 15.6763 -0.27 -0.14 -0.38
O 14.8760 13.3966 12.8428 0.06 -1.14 -0.32
C 12.3438 14.5189 9.2335 1.66 1.63 4.29
H 8.2687 8.4684 10.2892 -0.10 0.44 1.24
C 8.7487 16.7272 13.9712 1.62 -2.75 0.54
H 9.9920 8.6436 9.2763 0.02 -0.22 -0.10
Cs 10.7768 14.2337 12.9159 -0.01 0.16 0.65
H 6.6610 11.6293 12.4221 0.46 -0.41 0.90
O 16.0479 11.0105 13.2587 0.86 0.07 -0.90
P 13.5282 13.5094 15.8064 -1.37 -1.08 2.19